No. 1
{
  "formula": "C24H60BeF6O20",
  "method": "ωB97M-V/def2-TZVPD",
  "e_lumo_ev": [-7.0, -7.4],
  "homo_lumo_gap_ev": [4.27, 3.90],
  "e_tot_ha": -3068.3965,
  "total_charge": 1,
  "spin_multiplicity": 2,
  "symbols": ["Be", "C", "O", "O", "C", "F", "F", "F", "C", "C", "H", "H", "H", "H", "H", "H", "C", "O", "O", "C", "F", "F", "F", "C", "C", "H", "H", "H", "H", "H", "H", "C", "C", "O", "O", "H", "H", "H", "H", "H", "H", "C", "C", "O", "O", "H", "H", "H", "H", "H", "H", "C", "C", "O", "O", "H", "H", "H", "H", "H", "H", "C", "C", "O", "O", "H", "H", "H", "H", "H", "H", "C", "C", "O", "O", "H", "H", "H", "H", "H", "H", "C", "C", "O", "O", "H", "H", "H", "H", "H", "H", "C", "C", "O", "O", "H", "H", "H", "H", "H", "H", "C", "C", "O", "O", "H", "H", "H", "H", "H", "H"],
  "coordinates": [[4.020, -0.116, -1.784], [4.627, -3.735, -2.334], [3.253, -3.645, -1.841], [4.918, -2.359, -2.443], [5.591, -4.379, -1.169], [6.871, -4.545, -1.545], [5.636, -3.882, 0.052], [5.153, -5.740, -0.997], [2.120, -3.524, -2.732], [0.922, -4.454, -2.079], [0.005, -3.865, -2.059], [0.600, -5.360, -2.592], [1.263, -4.746, -1.085], [2.295, -3.888, -3.744], [1.888, -2.459, -2.743], [4.793, -4.240, -3.286], [1.091, 0.158, 0.670], [0.134, -0.066, -0.335], [2.198, 0.566, 0.007], [0.450, 0.912, 1.928], [1.393, 1.630, 2.567], [-0.528, 1.774, 1.630], [-0.024, -0.046, 2.727], [-0.707, -1.172, -0.210], [-1.740, -1.204, -1.307], [-1.374, -0.957, -2.304], [-2.365, -2.097, -1.307], [-2.519, -0.450, -1.193], [-1.269, -1.164, 0.724], [-0.204, -2.128, -0.069], [1.341, -0.820, 1.083], [3.259, 5.701, 0.238], [2.505, 4.479, 0.810], [2.455, 3.531, -0.271], [2.551, 6.267, -0.863], [4.209, 5.413, -0.212], [3.470, 6.537, 0.904], [1.469, 4.769, 0.991], [2.903, 4.078, 1.742], [2.019, 2.751, 0.081], [2.225, 5.608, -1.480], [2.238, 1.048, -4.568], [3.415, 0.333, -5.293], [4.546, 0.084, -4.359], [2.022, 0.242, -3.338], [1.286, 1.166, -5.085], [2.507, 2.069, -4.298], [3.820, 0.860, -6.157], [2.941, -0.587, -5.636], [4.993, -0.759, -4.460], [1.089, 0.234, -3.111], [-1.924, 2.371, -0.998], [-1.278, 3.729, -0.509], [-1.985, 4.477, 0.452], [-2.769, 2.348, -2.172], [-2.229, 1.639, -0.251], [-1.131, 1.769, -1.441], [-1.037, 4.318, -1.394], [-0.269, 3.703, -0.099], [-2.749, 3.970, 0.738], [-2.972, 3.269, -2.352], [0.229, -3.247, 6.433], [-0.318, -3.191, 5.008], [0.560, -2.740, 4.066], [0.554, -4.604, 6.778], [-0.587, -2.872, 7.051], [0.984, -2.526, 6.747], [-1.238, -2.611, 4.939], [-0.613, -4.225, 4.830], [0.345, -1.821, 3.893], [1.508, -4.567, 6.887], [-5.867, -1.006, 2.482], [-5.315, -0.917, 0.989], [-5.762, 0.316, 0.447], [-6.719, -2.018, 2.753], [-6.206, -0.070, 2.927], [-4.988, -1.288, 3.063], [-5.573, -1.766, 0.355], [-4.228, -0.964, 0.922], [-4.972, 0.854, 0.535], [-7.618, -1.683, 2.740], [-4.507, -1.625, -4.719], [-5.047, -0.501, -3.818], [-6.422, -0.347, -4.024], [-4.434, -0.912, -5.955], [-5.106, -2.536, -4.713], [-3.438, -1.809, -4.617], [-4.526, 0.442, -3.983], [-4.839, -0.685, -2.764], [-6.693, 0.568, -3.926], [-3.783, -1.406, -6.459], [-3.728, 2.130, 3.217], [-2.762, 3.186, 3.998], [-3.449, 4.425, 4.185], [-4.028, 2.691, 1.907], [-4.667, 2.142, 3.771], [-3.422, 1.084, 3.216], [-1.843, 3.381, 3.446], [-2.481, 2.860, 4.999], [-2.918, 5.211, 4.036], [-4.351, 3.586, 2.034], [4.826, -0.580, 1.974], [5.777, 0.667, 1.860], [5.119, 1.801, 1.337], [4.643, -1.251, 0.692], [3.857, -0.331, 2.406], [5.240, -1.253, 2.725], [6.588, 0.286, 1.239], [6.093, 0.856, 2.886], [4.614, 1.483, 0.585], [4.098, -2.036, 0.783]],
  "lowdin_charge": [1.15, -0.29, -0.16, -0.20, -0.47, 0.14, 0.16, 0.04, -0.17, -0.03, 0.04, 0.06, 0.07, 0.11, 0.08, 0.16, -0.31, -0.06, 0.09, -0.51, 0.17, 0.18, 0.16, -0.25, -0.05, 0.08, 0.10, 0.06, 0.12, 0.13, 0.19, -0.21, -0.20, -0.09, -0.07, 0.11, 0.13, 0.11, 0.12, 0.03, 0.07, -0.14, -0.14, -0.09, -0.12, 0.13, 0.12, 0.13, 0.12, 0.08, 0.08, -0.21, -0.22, -0.05, -0.07, 0.09, 0.09, 0.12, 0.08, 0.05, 0.08, -0.23, -0.28, -0.05, -0.06, 0.11, 0.12, 0.12, 0.13, 0.05, 0.08, -0.28, -0.20, -0.07, -0.04, 0.12, 0.10, 0.11, 0.09, 0.05, 0.10, -0.21, -0.27, -0.04, -0.09, 0.12, 0.11, 0.11, 0.10, 0.09, 0.08, -0.15, -0.20, -0.07, -0.10, 0.11, 0.11, 0.10, 0.11, 0.09, 0.09, -0.18, -0.20, -0.05, -0.11, 0.11, 0.13, 0.12, 0.13, 0.03, 0.08]
}

---

No. 2
{
  "formula": "C24H60ClN3O3",
  "method": "ωB97M-V/def2-TZVPD",
  "e_above_lowest_kcal_mol": 114.57,
  "e_lumo_ev": -3.0,
  "homo_lumo_gap_ev": 5.16,
  "e_tot_ha": -1799.8551,
  "total_charge": 2,
  "symbols": ["C", "C", "N", "C", "C", "C", "C", "C", "O", "C", "H", "H", "H", "H", "H", "H", "H", "H", "H", "H", "H", "H", "H", "H", "H", "H", "H", "H", "H", "H", "C", "C", "N", "C", "C", "C", "C", "C", "O", "C", "H", "H", "H", "H", "H", "H", "H", "H", "H", "H", "H", "H", "H", "H", "H", "H", "H", "H", "H", "H", "C", "C", "N", "C", "C", "C", "C", "C", "O", "C", "H", "H", "H", "H", "H", "H", "H", "H", "H", "H", "H", "H", "H", "H", "H", "H", "H", "H", "H", "H", "Cl"],
  "coordinates": [[8.407, -2.772, -1.149], [9.696, -2.953, -0.256], [9.311, -3.316, 1.280], [10.664, -3.647, 1.896], [8.662, -2.182, 2.041], [9.189, -0.753, 1.780], [8.313, -4.564, 1.485], [8.807, -5.861, 0.824], [8.930, -5.858, -0.613], [9.231, -7.237, -1.117], [8.737, -2.039, -1.885], [7.664, -2.252, -0.545], [8.119, -3.690, -1.661], [10.141, -1.961, -0.185], [10.404, -3.662, -0.685], [10.514, -4.209, 2.818], [11.123, -2.716, 2.229], [11.205, -4.218, 1.142], [8.780, -2.458, 3.089], [7.576, -2.218, 1.952], [8.480, -0.044, 2.208], [9.096, -0.538, 0.715], [10.221, -0.639, 2.113], [7.355, -4.246, 1.073], [8.162, -4.794, 2.539], [8.137, -6.668, 1.118], [9.787, -6.007, 1.278], [9.749, -7.040, -2.056], [8.389, -7.917, -1.250], [10.022, -7.656, -0.495], [-7.016, -0.295, -4.122], [-7.937, -1.061, -3.207], [-8.028, -2.571, -3.631], [-8.958, -3.201, -2.560], [-8.530, -2.795, -5.094], [-9.826, -1.979, -5.443], [-6.572, -3.252, -3.575], [-5.677, -2.967, -2.276], [-6.450, -3.026, -1.073], [-5.909, -2.176, -0.078], [-6.028, -0.737, -4.250], [-6.777, 0.672, -3.680], [-7.344, -0.044, -5.130], [-8.968, -0.717, -3.277], [-7.547, -1.122, -2.191], [-8.732, -3.033, -1.507], [-8.901, -4.279, -2.716], [-9.955, -2.786, -2.707], [-8.526, -3.875, -5.245], [-7.790, -2.411, -5.796], [-10.130, -2.269, -6.449], [-9.747, -0.894, -5.507], [-10.627, -2.052, -4.707], [-6.115, -3.028, -4.539], [-6.848, -4.306, -3.589], [-5.184, -1.998, -2.364], [-4.890, -3.716, -2.187], [-5.276, -1.375, -0.461], [-5.292, -2.839, 0.529], [-6.653, -1.690, 0.552], [-0.624, 5.889, 4.636], [-1.039, 6.865, 3.493], [-1.088, 6.232, 1.994], [-1.198, 7.346, 0.981], [0.283, 5.507, 1.744], [1.547, 6.363, 1.887], [-2.221, 5.280, 1.847], [-3.589, 5.732, 2.590], [-4.593, 4.831, 2.100], [-5.809, 5.201, 2.735], [0.440, 5.654, 4.593], [-1.120, 4.920, 4.586], [-0.891, 6.399, 5.561], [-0.411, 7.755, 3.467], [-1.994, 7.281, 3.816], [-0.461, 8.090, 1.286], [-2.197, 7.737, 1.176], [-1.181, 7.045, -0.066], [0.262, 5.124, 0.724], [0.323, 4.598, 2.344], [1.737, 6.677, 2.913], [1.405, 7.154, 1.150], [2.499, 5.909, 1.612], [-1.888, 4.349, 2.306], [-2.380, 5.197, 0.772], [-3.792, 6.770, 2.326], [-3.537, 5.594, 3.670], [-6.227, 5.963, 2.078], [-5.777, 5.554, 3.765], [-6.575, 4.435, 2.609], [1.455, -1.513, 1.902]],
  "lowdin_charge": [-0.04, -0.10, -0.22, 0.01, -0.18, -0.04, -0.04, -0.20, -0.21, -0.03, 0.08, 0.08, 0.08, 0.10, 0.12, 0.11, 0.10, 0.10, 0.13, 0.13, 0.10, 0.07, 0.08, 0.13, 0.14, 0.14, 0.11, 0.09, 0.09, 0.08, -0.07, -0.13, -0.22, 0.03, -0.12, -0.05, -0.02, -0.15, -0.22, -0.09, 0.08, 0.09, 0.08, 0.12, 0.12, 0.10, 0.11, 0.09, 0.13, 0.11, 0.09, 0.07, 0.07, 0.12, 0.12, 0.11, 0.14, 0.09, 0.10, 0.09, -0.04, -0.11, -0.25, 0.01, -0.14, -0.05, -0.06, -0.17, -0.17, -0.10, 0.07, 0.08, 0.10, 0.12, 0.11, 0.10, 0.10, 0.12, 0.13, 0.13, 0.08, 0.07, 0.10, 0.13, 0.14, 0.12, 0.12, 0.09, 0.10, 0.09, -1.00]
}